Record 1
15
Properties=species:S:1:pos:R:3 method="wB97M-V/def2-TZVPD" smiles="[H]/N=C(/CNO)OC" e_lumo_ev=0.8 fmax_ha_per_bohr=0.110 total_charge=0 homo_lumo_gap_ev=10.2071 de_lowest_kcal_mol=104.93
H -1.8910 0.8719 -1.6228
N -1.5644 1.0317 -0.6658
C -0.4531 0.4713 -0.4934
C 0.4837 0.2568 0.6118
N 0.1604 1.5561 1.5477
O -1.1222 1.2853 2.1704
O 0.1956 -0.4067 -1.5752
C 0.7372 -1.7017 -1.3651
H 0.2295 -0.6157 1.2140
H 1.5328 0.3644 0.3456
H 0.7975 1.4674 2.3412
H -1.7527 1.5713 1.4760
H 0.5747 -2.3028 -2.2661
H 1.8182 -1.6317 -1.1945
H 0.2540 -2.2174 -0.5240

=====

Record 2
15
Properties=species:S:1:pos:R:3 method="wB97M-V/def2-TZVPD" e_lumo_ev="-0.7 / -0.7" fmax_ha_per_bohr=0.096 total_charge=0 homo_lumo_gap_ev="9.6904 / 9.6907" de_lowest_kcal_mol=155.90
C 0.4054 -1.4122 0.4442
C 1.2273 0.9506 -0.0971
C 0.0182 0.0115 0.0629
N -0.9958 0.0691 -1.7977
N -0.9891 0.6432 0.9146
O -1.7558 -0.0613 1.5077
O -0.9953 1.8321 0.8083
H 0.1914 -1.9837 -0.5041
H 1.4234 -1.4558 0.8705
H -0.2272 -1.8141 1.3216
H 1.5755 1.2610 0.9498
H 2.1372 0.4296 -0.6135
H 1.0899 1.8653 -0.7566
H -1.1800 -0.9315 -1.6895
H -1.9250 0.5964 -1.4211